1.
A molecular structure, C26H21Cl2N9O4SSn, computed with ωB97M-V with the def2-TZVPD basis set.

```
64
Properties=species:S:1:pos:R:3:lowdin_charge:R:1
Sn -0.5685 -1.9859 -0.3711 1.378
N -1.4786 0.8135 -3.7832 0.146
C -1.2322 -0.2703 -3.0410 -0.142
N -1.5462 -0.3721 -1.7910 0.022
C -2.1540 0.6821 -1.1348 -0.272
N -2.5041 0.6021 0.1009 0.115
N -2.1188 -0.5809 0.6881 -0.073
C -2.5527 -0.7761 1.8638 -0.048
C -2.1201 -1.9701 2.5908 -0.246
C -2.5024 -2.2026 3.9022 0.004
C -2.0300 -3.3440 4.5329 -0.044
C -1.1970 -4.2010 3.8368 -0.036
C -0.8636 -3.8849 2.5257 -0.101
N -1.3209 -2.8030 1.9194 0.020
C -2.4039 1.9154 -1.8789 -0.070
C -2.9578 3.0509 -1.2864 0.000
C -3.1648 4.1898 -2.0354 -0.068
C -2.8182 4.2129 -3.3863 -0.069
C -2.2611 3.1032 -3.9879 -0.015
C -2.0535 1.9573 -3.2267 -0.166
H -1.2118 0.8087 -4.7533 0.160
H -0.7681 -1.1204 -3.5230 0.124
H -3.1962 -0.0413 2.3368 0.142
H -3.1440 -1.4980 4.4139 0.119
H -2.3060 -3.5561 5.5572 0.112
H -0.8038 -5.0983 4.2933 0.109
H -0.2063 -4.5210 1.9444 0.122
H -3.2093 3.0095 -0.2360 0.117
H -3.5934 5.0695 -1.5747 0.106
H -2.9811 5.1096 -3.9694 0.108
H -1.9831 3.1181 -5.0347 0.115
N 5.5220 3.8668 3.3071 0.089
C 4.5095 3.0276 2.8457 -0.326
C 4.6819 1.6411 2.8473 -0.032
C 3.6627 0.8069 2.4310 -0.071
C 2.4531 1.3426 2.0208 -0.307
C 2.2648 2.7149 2.0254 -0.060
C 3.2860 3.5557 2.4306 -0.035
S 1.1257 0.2933 1.5061 0.533
O 1.4740 -1.0541 1.9258 -0.369
O -0.0734 0.8577 2.0804 -0.332
N 0.9110 0.3224 -0.0837 -0.162
C 1.9118 -0.0061 -0.9409 -0.513
N 1.5095 -0.4374 -2.1609 0.072
C 2.4540 -0.7428 -3.0388 -0.150
C 3.8054 -0.6413 -2.7693 -0.072
C 4.1193 -0.2011 -1.4910 -0.133
N 3.2091 0.1116 -0.5894 0.139
H 6.4514 3.4822 3.2592 0.084
H 5.4825 4.8130 2.9650 0.084
H 5.6240 1.2196 3.1791 0.108
H 3.7956 -0.2662 2.4169 0.111
H 1.3103 3.1236 1.7180 0.114
H 3.1342 4.6289 2.4404 0.107
H 2.1085 -1.0977 -4.0067 0.104
H 4.5621 -0.8973 -3.4954 0.091
H 5.1556 -0.0965 -1.1796 0.108
Cl -2.9065 -6.1640 -1.5813 0.594
C -3.4123 -4.6613 -2.3793 -1.011
Cl -5.0506 -4.1975 -1.8939 0.593
C -2.3879 -3.5667 -2.0444 -0.817
O -1.5880 -3.2526 -2.9273 -0.028
O -2.4328 -3.0977 -0.8637 -0.240
H -3.4208 -4.8439 -3.4456 0.058
```

orbital gap	6.926	eV
max |F|	0.28	eV/Å
E_HOMO	-0.2792	Ha
LUMO	-0.7	eV
energy above the lowest of the compared OMol25 structures with the same formula, charge and spin	0.00	kcal/mol

***

2.
A gas-phase ion, C3H7N4O (charge +1) in a non-equilibrium geometry, computed with ωB97M-V with the def2-TZVPD basis set.

```
15
Properties=species:S:1:pos:R:3:lowdin_charge:R:1
C -1.9127 -0.2850 0.1852 -0.419
C -0.3480 -0.5643 0.4946 -0.032
C 1.5014 1.5347 0.0452 -0.025
N -2.0005 1.0793 -0.0727 0.099
N -0.8830 1.6991 0.0471 0.061
N 0.1881 1.0113 0.0924 -0.136
N 0.1380 -1.6651 -0.3514 0.222
O -2.5609 -1.2560 0.0861 0.151
H -0.0720 -0.5772 1.5693 0.173
H 1.7362 2.3605 0.7790 0.132
H 2.1759 0.6883 -0.2638 0.118
H 1.2992 2.0475 -0.8509 0.076
H 0.3693 -1.4933 -1.3425 0.193
H -0.6086 -2.3868 -0.4432 0.180
H 0.9776 -2.1932 0.0257 0.207
```

orbital gap	9.177	eV
SMILES string	CN1N=NC(=O)[C@H]1[NH3+]
max |F|	6.77	eV/Å
E_HOMO	-0.5113	Ha
LUMO	-4.7	eV
charge	+1
energy above the lowest of the compared OMol25 structures with the same formula, charge and spin	109.67	kcal/mol